1.
DFT (ωB97M-V with the def2-TZVPD basis set) results for an isolated ion of composition C9H17N3OP and charge +1 at a distorted geometry.

```
31
Properties=species:S:1:pos:R:3
P 0.0173 -2.5091 -2.3450
O -0.6159 -2.8086 -3.5832
N 0.0534 -0.9962 1.7366
N -0.3666 -0.5439 -0.3559
N 0.8337 0.0917 1.4038
C 0.5698 0.2958 0.0979
C 0.8621 1.3649 3.4838
C -0.5823 -1.3943 0.6842
C -0.7163 -0.7914 -1.7879
C -1.3654 1.5736 -2.6565
C 1.7531 0.7849 2.3931
C -0.5228 0.2870 -2.8079
C -2.3306 -1.1348 -1.6889
C 2.7925 -0.2566 2.8921
H 2.3377 1.6673 2.0299
H -2.7785 -0.8143 -2.5391
H -2.5716 -2.2034 -1.6692
H 0.1245 2.1062 3.1181
H 2.3472 -1.1458 3.5362
H -0.8686 -0.2010 -3.7941
H 1.3592 1.9271 4.1595
H -2.4091 1.2720 -2.8922
H 0.5026 0.5728 -2.9887
H -1.2346 2.2076 -3.4519
H 0.3415 0.6476 3.9866
H -2.6684 -0.5878 -0.7262
H -1.3108 -2.2671 0.7090
H 3.2123 -0.6003 1.9720
H -1.2535 2.0637 -1.7323
H 0.9000 1.0710 -0.5328
H 3.5882 0.3213 3.3491
```

Calculated values
HOMO (spin up / spin down) = -0.3913 / -0.5560 Ha
Net charge = +1
Energy above the lowest of the compared OMol25 structures with the same formula, charge and spin = 0.000 eV
<S²> = 2.01
Multiplicity = 3

2.
DFT (ωB97M-V with the def2-TZVPD basis set) results for C19H31F9OP2Zr as an isolated structure at a distorted geometry.

```
63
Properties=species:S:1:pos:R:3
Zr 1.4939 -0.2057 0.1774
P 0.6446 0.9663 -2.0266
P 1.3834 2.0322 1.9824
F -2.2849 -2.9285 -2.2473
F -2.4137 -0.2553 -1.8371
F -2.2800 -2.1334 1.7566
F -0.6005 -3.4249 1.2319
F -2.2521 0.2780 0.2702
F -0.4573 -1.7576 -2.5964
F -3.6746 -1.2625 -0.3259
F -2.5530 -3.7759 0.2709
F -0.3078 -3.6480 -1.5502
O -0.1037 -1.2055 -0.0103
C 4.1177 3.5641 -1.3345
C -2.4344 -0.7744 -0.5722
C 5.2409 2.6264 1.4887
C 2.0815 0.3542 -2.9897
C 4.4257 3.6819 1.6694
C 4.6057 2.2995 -1.3062
C 6.3770 2.6128 0.5261
C -1.1005 -2.5636 -1.7002
C 0.9252 3.7382 2.1967
C 0.1760 0.7299 2.0464
C -1.2907 -1.8161 -0.3637
C -1.7083 -2.8164 0.7334
C 4.7015 4.7547 -0.6601
C 5.9895 1.9832 -0.8368
C 2.1168 2.0582 0.2815
C 2.6470 1.5335 3.1845
C -0.5127 1.6178 -3.2153
C 1.3518 2.3507 -1.0750
C 4.3414 4.9258 0.8420
H 4.9743 5.7552 1.2300
H 6.7778 3.6320 0.3630
H 3.4766 0.9891 2.7052
H 3.2952 5.2765 0.9294
H 3.2659 3.8703 -1.9696
H 4.2994 5.6492 -1.1545
H 0.1943 3.8966 3.0060
H 2.4107 1.1774 -3.6405
H 2.8741 1.1749 0.1222
H 0.1109 1.0069 3.1247
H 6.0647 0.8749 -0.7663
H 5.8003 4.7756 -0.7900
H 1.6977 -0.4821 -3.5960
H 4.0946 1.4991 -1.8436
H 7.2095 2.0256 0.9449
H -1.1374 2.3977 -2.7465
H 2.0638 2.6137 -1.8598
H 0.3583 -0.3888 2.1879
H 2.9573 2.7444 0.3928
H -0.8223 0.8493 1.6168
H 2.9347 -0.0267 -2.3913
H 3.8483 3.7886 2.5962
H 3.0590 2.4428 3.6414
H 0.0728 2.0393 -4.0535
H -1.1595 0.8030 -3.5796
H 5.1905 1.7405 2.1327
H 1.8110 4.3656 2.3931
H 6.7420 2.3367 -1.5620
H 0.6345 3.1854 -0.9797
H 2.2549 0.8942 3.9927
H 0.4737 4.0992 1.2643
```

Calculated values
HOMO (spin up / spin down) = -0.4458 / -0.4461 Ha
Net charge = +2
Energy above the lowest of the compared OMol25 structures with the same formula, charge and spin = 5.064 eV
Multiplicity = 1

3.
DFT (ωB97M-V with the def2-TZVPD basis set) results for C26H26AlBF2N5O2S2 as an isolated structure at a distorted geometry.

```
65
Properties=species:S:1:pos:R:3
S -1.5490 0.1257 -0.6202
S 1.3005 -0.6656 1.0843
Al 0.7171 0.5492 -0.7174
F 1.4899 1.0072 -3.6206
F 1.6004 -1.1654 -2.9658
O 3.1048 3.3484 2.0152
O 1.1529 2.2498 -0.5619
N -4.0218 -2.4773 -2.6022
N -1.5540 -4.8618 4.5599
N 3.6233 3.6327 -0.6861
N -2.0871 -4.6420 -2.3235
N -4.9363 -3.7305 2.5018
C 4.6850 0.1457 1.3716
C 0.8131 5.7594 0.3797
C 4.8555 0.1582 -0.0351
C 2.7260 4.6074 -0.4752
C -0.5188 5.8520 0.5383
C 3.9197 2.4373 0.0606
C -1.3279 4.6781 0.5928
C -2.6690 -1.5173 1.1934
C -4.1683 -3.4516 -1.5289
C -0.7941 3.4813 0.1524
C -2.7927 -3.9913 -1.0841
C -0.3566 -2.2817 2.4737
C 1.4147 4.5495 0.0086
C 0.5885 3.3552 -0.1730
C -2.6920 -2.5243 2.1752
C 4.0706 1.1004 2.0963
C -1.5600 -2.8666 2.8640
C 2.3576 3.1283 3.1974
C 4.4544 1.3273 -0.6354
C -0.2750 -1.3262 1.4958
C -3.2149 -3.0084 -3.7429
C 3.6549 2.2779 1.4198
C -1.8474 -3.6209 -3.3934
C -3.9116 -3.2070 2.4358
C -1.4941 -0.9646 0.8441
C -1.5320 -3.9412 3.8739
B 1.4645 0.0957 -2.6279
H -4.5019 -2.9705 -0.6324
H -1.0807 -2.8699 -2.9945
H 3.9440 0.8540 3.1225
H 4.4593 3.9707 -1.1835
H -1.2158 -5.0232 -2.0271
H 5.0371 -0.6843 1.9577
H -2.9702 -4.6849 -0.3157
H 1.3629 6.6821 0.3834
H 0.5857 -2.5581 2.8484
H -1.4038 -4.2372 -4.1949
H -2.6666 -5.4221 -2.6758
H -3.8403 -3.7769 -4.1735
H -3.5188 -1.1972 0.6140
H -2.3660 4.8285 0.8032
H 5.3666 -0.6094 -0.6539
H 4.6638 1.2654 -1.7006
H 1.6503 3.9118 3.3847
H 3.0572 3.0323 3.9988
H 1.8495 2.1874 3.1376
H -3.0787 -2.2489 -4.4855
H -1.4372 2.6337 0.1725
H -2.1812 -3.1265 -0.7347
H -3.5392 -1.6334 -2.2134
H -0.9349 6.8319 0.7972
H 2.9393 5.4943 -0.9816
H -4.8715 -4.2723 -1.7937
```

Calculated values
HOMO = -0.3856 Ha
Net charge = +1
Multiplicity = 1

4.
DFT (ωB97M-V with the def2-TZVPD basis set) results for a 2-piece molecular cluster, C4H12S overall at a distorted geometry.

```
17
Properties=species:S:1:pos:R:3
S -0.7495 -2.2832 0.2047
C -0.0107 3.4031 -0.2431
C -0.9410 -1.0978 -1.0783
C 1.4836 3.3817 0.0080
C 0.7508 -1.7623 1.0762
H 1.5305 -1.6236 0.3223
H -0.6496 3.0344 0.5655
H 1.9765 2.8020 -0.8004
H 0.9964 -2.6019 1.7331
H -0.4746 -0.1096 -1.1071
H -0.3905 4.4057 -0.4309
H 1.9629 4.3542 0.0087
H 1.7563 2.6604 0.7884
H 0.6940 -0.8390 1.6380
H -2.0025 -1.0344 -1.3063
H -0.5337 -1.4058 -2.0723
H -0.2909 2.7941 -1.1074
```

Calculated values
HOMO = -0.3093 Ha
SMILES = CSC.CC
Energy above the lowest of the compared OMol25 structures with the same formula, charge and spin = 0.775 eV
Multiplicity = 1

5.
DFT (ωB97M-V with the def2-TZVPD basis set) results for C10H5EuN3OS as an isolated structure at a distorted geometry.

```
21
Properties=species:S:1:pos:R:3
Eu -0.5220 4.3800 -0.1779
S -2.4153 -3.5884 -1.3684
O 2.1452 -2.4983 -0.6262
N -0.7546 -3.5074 -1.1459
N -2.8598 -1.9654 -1.2033
N 3.8096 -1.6925 1.1239
C 1.0332 -1.6603 -0.6048
C -1.6636 -1.3309 -0.9187
C 2.9599 -2.0730 0.4398
C 1.1762 -0.1682 -0.3018
C -0.2146 2.3641 1.5825
C -0.3681 -2.1955 -0.8833
C 0.0755 2.2299 -0.0010
C -1.4600 0.1654 -0.6339
C -0.0697 0.6660 -0.3401
C -0.4015 2.3027 2.7945
H -2.3150 0.8919 -0.6053
H -0.7320 2.8374 -0.5951
H 2.1388 0.3534 -0.0559
H -0.6933 1.8539 3.7937
H 1.1313 2.6351 -0.2727
```

Calculated values
HOMO (spin up / spin down) = -0.6326 / -0.7450 Ha
Net charge = +3
<S²> = 12.03
Multiplicity = 7

6.
DFT (ωB97M-V with the def2-TZVPD basis set) results for one molecule with the formula C2H6N2OS at a distorted geometry.

```
12
Properties=species:S:1:pos:R:3
S -0.6306 1.9626 -0.8130
O 0.8277 -1.9215 -0.6059
N -0.6640 -0.2670 0.8219
N -0.1206 -1.1865 1.5982
C -0.0462 0.3894 -0.2069
C 1.1090 -0.4753 -0.4669
H 1.6799 -0.2603 -1.3931
H 1.9039 -0.3188 0.1910
H 1.1071 -2.4166 0.3652
H -0.7584 -1.9217 1.8229
H -1.3352 0.2275 1.3744
H -0.0141 -0.6494 2.5968
```

Calculated values
HOMO = -0.3132 Ha
SMILES = NNC(=S)CO
Energy above the lowest of the compared OMol25 structures with the same formula, charge and spin = 4.043 eV
Multiplicity = 1